{"formula": "C18H21N2", "method": "the ωB97M-V functional and the def2-TZVPD basis", "symbols": ["C", "N", "N", "C", "C", "C", "C", "C", "C", "C", "C", "C", "C", "C", "C", "C", "C", "C", "C", "C", "H", "H", "H", "H", "H", "H", "H", "H", "H", "H", "H", "H", "H", "H", "H", "H", "H", "H", "H", "H", "H"], "coordinates": [[1.950, -0.715, 1.529], [1.072, 0.206, 1.444], [-0.349, -0.045, 1.179], [-0.537, 0.084, -0.286], [-0.018, -1.089, -1.132], [-0.429, -2.420, -0.941], [0.211, -3.461, -1.619], [1.118, -3.186, -2.646], [1.343, -1.855, -3.008], [0.733, -0.826, -2.289], [0.116, 1.423, -0.632], [-0.662, 2.581, -0.782], [-0.040, 3.834, -0.868], [1.348, 3.916, -1.058], [2.123, 2.755, -1.004], [1.513, 1.525, -0.740], [-1.192, 1.020, 1.937], [-2.501, 0.318, 2.275], [-2.217, -1.185, 2.259], [-0.744, -1.329, 1.892], [3.011, -0.408, 1.464], [1.784, -1.792, 1.726], [-1.614, 0.153, -0.464], [-1.278, -2.646, -0.287], [-0.032, -4.490, -1.365], [1.621, -3.997, -3.174], [1.977, -1.607, -3.858], [0.832, 0.202, -2.652], [-1.757, 2.486, -0.771], [-0.647, 4.741, -0.836], [1.827, 4.879, -1.217], [3.207, 2.775, -1.162], [2.124, 0.626, -0.663], [-1.335, 1.919, 1.343], [-0.575, 1.283, 2.801], [-3.236, 0.570, 1.504], [-2.909, 0.647, 3.243], [-2.400, -1.664, 3.233], [-2.849, -1.692, 1.521], [-0.122, -1.325, 2.788], [-0.469, -2.210, 1.316]], "forces_ev_per_a": [[-0.83, -0.34, 0.42], [1.00, 0.47, -0.47], [0.71, -1.21, 2.69], [0.01, 0.36, -1.97], [-0.36, -0.06, -0.61], [0.28, 0.03, 0.19], [-0.23, 0.15, -0.28], [0.13, 0.28, 0.29], [-0.42, -0.22, 0.07], [0.39, 0.08, 0.05], [0.05, 0.50, -0.72], [0.33, -0.24, 0.40], [0.18, -0.11, -0.55], [-0.38, -0.21, 0.41], [-0.21, -0.47, -0.01], [-0.02, 0.54, -0.44], [0.53, -0.24, 0.42], [-0.28, 0.28, -0.03], [-0.03, -0.67, -0.07], [-0.21, 0.01, 0.27], [-0.73, 0.14, 0.42], [-0.14, 0.48, -0.61], [-0.05, 0.09, 0.34], [0.50, -0.06, -0.15], [-0.06, 0.18, -0.15], [-0.17, 0.23, 0.16], [-0.21, -0.09, 0.16], [0.21, -0.51, 0.32], [0.45, 0.21, 0.08], [0.19, -0.28, -0.21], [-0.15, -0.15, 0.07], [-0.46, 0.16, 0.11], [-0.15, 0.50, -0.16], [0.29, -0.27, -0.06], [-0.19, -0.16, -0.09], [-0.02, -0.05, 0.23], [0.26, 0.02, -0.41], [0.05, 0.16, -0.40], [0.06, 0.06, 0.17], [-0.20, 0.08, 0.03], [-0.11, 0.33, 0.10]], "lowdin_charge": [0.06, 0.06, -0.16, -0.14, -0.15, -0.06, -0.06, -0.06, -0.05, -0.03, -0.21, -0.05, -0.06, -0.06, -0.05, -0.07, -0.05, -0.14, -0.13, -0.11, 0.11, 0.11, 0.17, 0.11, 0.11, 0.11, 0.12, 0.12, 0.13, 0.11, 0.11, 0.12, 0.10, 0.11, 0.14, 0.12, 0.13, 0.13, 0.12, 0.13, 0.10], "de_lowest_kj_mol": 274.7, "homo_energy_ev": -12.1, "smiles": "C=N[N+]1(C(c2ccccc2)c2ccccc2)CCCC1", "total_charge": 1}

=====

{"formula": "C18H21N3O", "method": "the ωB97M-V functional and the def2-TZVPD basis", "symbols": ["C", "C", "C", "C", "N", "C", "N", "C", "C", "C", "C", "O", "C", "C", "C", "N", "C", "C", "C", "C", "C", "C", "H", "H", "H", "H", "H", "H", "H", "H", "H", "H", "H", "H", "H", "H", "H", "H", "H", "H", "H", "H", "H"], "coordinates": [[4.534, 0.567, 1.384], [3.153, -0.017, 1.655], [2.048, 0.864, 1.082], [0.663, 0.267, 1.344], [-0.380, 1.076, 0.769], [-0.629, 1.299, -0.566], [0.028, 0.634, -1.571], [0.151, -0.756, -1.666], [-0.617, -1.626, -0.901], [-0.441, -2.998, -0.990], [0.501, -3.525, -1.865], [0.760, -4.854, -2.033], [0.015, -5.782, -1.284], [1.253, -2.653, -2.655], [1.083, -1.291, -2.557], [-1.471, 2.270, -0.793], [-1.824, 2.745, 0.445], [-2.696, 3.765, 0.800], [-2.862, 4.029, 2.144], [-2.183, 3.303, 3.121], [-1.313, 2.282, 2.788], [-1.140, 2.011, 1.442], [4.703, 0.661, 0.314], [4.626, 1.554, 1.833], [5.308, -0.073, 1.799], [3.085, -1.012, 1.209], [3.009, -0.125, 2.733], [2.098, 1.861, 1.527], [2.188, 0.969, 0.004], [0.479, 0.205, 2.420], [0.619, -0.745, 0.929], [-0.023, 1.128, -2.451], [-1.379, -1.231, -0.245], [-1.056, -3.639, -0.379], [-1.055, -5.715, -1.508], [0.170, -5.648, -0.208], [0.383, -6.763, -1.580], [1.971, -3.074, -3.340], [1.669, -0.626, -3.173], [-3.221, 4.323, 0.041], [-3.534, 4.817, 2.452], [-2.338, 3.545, 4.162], [-0.792, 1.726, 3.554]], "forces_ev_per_a": [[-0.15, -0.18, 0.11], [-0.01, 0.26, -0.15], [-0.05, -0.32, 0.21], [0.59, -0.03, -0.01], [-0.31, -0.01, -0.34], [-0.22, 0.35, 0.17], [0.23, 0.31, -0.29], [-0.05, -0.52, 0.12], [0.04, 0.28, -0.28], [0.10, -0.36, -0.05], [0.02, 0.09, -0.03], [0.15, 0.27, -0.16], [-0.11, -0.14, 0.12], [-0.13, -0.23, 0.06], [-0.11, 0.00, 0.15], [-0.01, -0.20, -0.57], [0.38, -0.23, 0.54], [0.08, -0.10, -0.03], [-0.13, 0.13, 0.03], [0.01, 0.01, 0.13], [0.13, -0.15, 0.11], [-0.51, 0.44, -0.14], [0.07, 0.04, -0.11], [0.06, 0.12, 0.02], [0.14, 0.00, 0.01], [-0.03, -0.07, 0.06], [-0.03, -0.09, 0.04], [-0.02, 0.06, -0.04], [-0.01, 0.06, -0.02], [-0.02, -0.06, -0.09], [-0.02, 0.13, 0.19], [-0.08, -0.01, 0.13], [-0.04, 0.04, 0.08], [-0.03, -0.09, 0.04], [0.04, 0.01, 0.02], [-0.02, 0.01, -0.04], [-0.06, 0.05, 0.06], [0.09, -0.04, -0.09], [0.11, 0.08, -0.04], [-0.06, 0.07, -0.10], [-0.05, 0.06, 0.02], [0.00, 0.01, 0.07], [0.03, -0.03, 0.08]], "lowdin_charge": [-0.11, -0.27, -0.18, -0.14, 0.03, -0.35, 0.12, -0.26, -0.04, -0.02, -0.28, -0.09, -0.09, 0.00, -0.02, 0.17, -0.23, -0.02, -0.11, -0.11, -0.03, -0.16, 0.07, 0.07, 0.07, 0.11, 0.11, 0.12, 0.11, 0.12, 0.11, 0.15, 0.12, 0.10, 0.10, 0.09, 0.09, 0.12, 0.11, 0.11, 0.10, 0.10, 0.10], "de_lowest_kj_mol": 0.0, "homo_energy_ev": -7.6, "smiles": "CCCCn1c(Nc2ccc(OC)cc2)nc2ccccc21"}

=====

{"formula": "C18H21N3O2S", "method": "the ωB97M-V functional and the def2-TZVPD basis", "symbols": ["C", "C", "C", "C", "O", "C", "O", "N", "C", "S", "C", "N", "C", "C", "C", "C", "C", "C", "C", "N", "C", "C", "C", "C", "H", "H", "H", "H", "H", "H", "H", "H", "H", "H", "H", "H", "H", "H", "H", "H", "H", "H", "H", "H", "H"], "coordinates": [[-5.214, -1.841, 2.899], [-5.084, -0.937, 1.679], [-3.652, -0.442, 1.498], [-3.527, 0.449, 0.272], [-2.164, 0.856, 0.131], [-1.953, 2.016, -0.489], [-2.800, 2.787, -0.859], [-0.614, 2.279, -0.666], [0.472, 1.489, -0.326], [1.833, 2.259, 0.464], [2.694, 0.745, 0.488], [3.907, 0.650, 0.988], [4.501, -0.529, 0.915], [5.869, -0.636, 1.507], [3.893, -1.620, 0.286], [2.620, -1.529, -0.250], [2.027, -2.694, -0.977], [1.956, -0.297, -0.109], [0.666, 0.154, -0.551], [-0.296, -0.664, -1.152], [-0.861, -0.463, -2.376], [-1.821, -1.415, -2.572], [-1.857, -2.214, -1.410], [-0.913, -1.723, -0.554], [-4.568, -2.710, 2.799], [-4.931, -1.306, 3.802], [-6.239, -2.186, 3.011], [-5.390, -1.485, 0.785], [-5.753, -0.081, 1.787], [-2.979, -1.292, 1.379], [-3.338, 0.118, 2.381], [-3.812, -0.097, -0.635], [-4.156, 1.341, 0.357], [-0.416, 3.232, -0.938], [6.161, 0.325, 1.919], [6.588, -0.938, 0.747], [5.879, -1.385, 2.298], [4.441, -2.547, 0.204], [1.552, -2.373, -1.901], [2.801, -3.421, -1.211], [1.269, -3.185, -0.369], [-0.525, 0.330, -3.016], [-2.431, -1.531, -3.446], [-2.505, -3.050, -1.231], [-0.643, -2.023, 0.440]], "forces_ev_per_a": [[-0.09, 0.13, -0.21], [0.27, -0.01, 0.11], [-0.05, 0.20, -0.35], [-0.55, -0.09, 0.13], [0.33, 0.19, 0.11], [-0.14, -0.08, 0.05], [-0.24, 0.16, -0.08], [0.20, 0.33, 0.01], [0.44, -0.52, 0.09], [-0.25, -0.28, -0.10], [-0.51, -0.33, -0.31], [0.33, 0.37, 0.22], [-0.09, -0.02, -0.06], [0.02, -0.05, 0.00], [-0.19, 0.14, -0.02], [0.10, 0.12, 0.09], [0.01, -0.10, -0.01], [0.49, 0.11, 0.25], [0.00, 0.88, 0.19], [0.07, -0.21, -0.05], [-0.06, 0.10, -0.48], [-0.05, 0.15, -0.17], [0.02, -0.16, 0.19], [-0.17, -0.24, 0.19], [0.06, -0.12, 0.04], [0.03, 0.02, 0.13], [-0.07, -0.08, 0.09], [-0.08, 0.03, -0.06], [-0.07, 0.02, -0.07], [0.05, -0.04, 0.07], [0.05, 0.00, 0.05], [0.05, 0.09, 0.08], [0.08, -0.16, -0.02], [-0.20, -0.17, -0.05], [0.04, 0.02, 0.02], [0.11, -0.04, -0.01], [0.08, -0.05, 0.07], [0.05, -0.12, -0.03], [-0.07, -0.07, -0.06], [0.03, -0.04, -0.02], [-0.04, -0.06, -0.05], [0.09, 0.14, -0.07], [-0.08, 0.03, -0.18], [-0.09, -0.17, 0.09], [0.07, -0.01, 0.17]], "lowdin_charge": [-0.11, -0.27, -0.19, -0.16, 0.01, -0.56, 0.11, 0.11, -0.46, 1.12, -0.53, 0.10, -0.33, -0.04, 0.01, -0.18, -0.03, -0.12, -0.17, -0.07, -0.08, -0.08, -0.09, -0.12, 0.07, 0.07, 0.07, 0.11, 0.11, 0.10, 0.12, 0.13, 0.13, 0.15, 0.08, 0.08, 0.08, 0.12, 0.09, 0.08, 0.08, 0.13, 0.09, 0.10, 0.13], "de_lowest_kj_mol": 72.0, "homo_energy_ev": -8.2, "smiles": "CCCCOC(=O)Nc1sc2nc(C)cc(C)c2c1-n1cccc1"}

=====

{"formula": "C18H21N3O2S", "method": "the ωB97M-V functional and the def2-TZVPD basis", "symbols": ["C", "C", "C", "C", "C", "C", "N", "C", "O", "N", "C", "C", "C", "C", "C", "O", "N", "C", "C", "C", "C", "C", "S", "C", "H", "H", "H", "H", "H", "H", "H", "H", "H", "H", "H", "H", "H", "H", "H", "H", "H", "H", "H", "H", "H"], "coordinates": [[4.153, 1.528, 2.192], [2.958, 0.624, 2.196], [3.039, -0.639, 2.770], [1.935, -1.473, 2.778], [0.744, -1.059, 2.216], [0.650, 0.205, 1.640], [-0.581, 0.567, 1.084], [-0.895, 1.694, 0.367], [-0.138, 2.622, 0.157], [-2.176, 1.707, -0.121], [-2.643, 2.829, -0.919], [-3.649, 2.205, -1.880], [-4.264, 1.089, -1.036], [-3.092, 0.585, -0.174], [-2.455, -0.670, -0.798], [-2.773, -1.785, -0.445], [-1.564, -0.409, -1.775], [-0.686, -1.429, -2.316], [0.686, -1.320, -1.726], [1.530, -0.252, -1.768], [2.741, -0.480, -1.079], [2.799, -1.715, -0.524], [1.371, -2.622, -0.814], [1.761, 1.041, 1.634], [4.389, 1.843, 3.208], [3.966, 2.414, 1.591], [5.024, 1.008, 1.795], [3.969, -0.968, 3.211], [2.002, -2.456, 3.221], [-0.115, -1.716, 2.214], [-1.298, -0.133, 1.203], [-1.795, 3.312, -1.408], [-3.128, 3.567, -0.269], [-4.393, 2.922, -2.219], [-3.145, 1.790, -2.753], [-4.692, 0.287, -1.635], [-5.044, 1.495, -0.392], [-3.452, 0.301, 0.824], [-1.272, 0.547, -1.913], [-1.130, -2.397, -2.070], [-0.647, -1.315, -3.405], [1.304, 0.671, -2.273], [3.529, 0.247, -1.005], [3.591, -2.152, 0.050], [1.682, 2.016, 1.185]], "forces_ev_per_a": [[-0.02, -0.01, 0.03], [-0.11, -0.15, 0.09], [0.05, 0.03, 0.01], [-0.02, 0.04, 0.04], [-0.07, 0.10, 0.00], [0.29, -0.07, 0.08], [-0.37, -0.17, 0.08], [-0.20, -0.14, 0.14], [0.36, 0.22, -0.01], [-0.28, 0.00, -0.25], [0.08, 0.45, -0.13], [0.03, 0.01, 0.18], [0.01, 0.02, -0.06], [-0.01, -0.46, 0.26], [-0.14, 0.47, 0.01], [-0.08, -0.34, 0.21], [0.06, 0.13, -0.40], [-0.06, -0.12, -0.08], [0.17, -0.34, 0.15], [-0.21, -0.21, -0.10], [0.14, -0.13, 0.06], [-0.18, -0.32, -0.03], [0.07, 0.57, -0.32], [0.05, 0.16, 0.03], [0.07, 0.07, 0.03], [0.05, 0.09, -0.04], [0.10, 0.02, -0.03], [0.11, -0.05, 0.05], [0.00, -0.09, 0.04], [-0.09, -0.08, -0.02], [0.03, 0.12, 0.00], [-0.12, 0.00, 0.06], [0.04, 0.04, -0.11], [0.00, 0.02, -0.06], [0.01, 0.02, -0.02], [-0.06, -0.03, 0.07], [-0.01, -0.03, 0.02], [0.10, -0.09, -0.17], [-0.08, -0.08, 0.14], [0.00, 0.11, -0.16], [-0.02, -0.12, 0.15], [-0.09, 0.20, -0.12], [0.17, 0.12, 0.06], [0.20, -0.03, 0.14], [0.01, 0.04, -0.03]], "lowdin_charge": [-0.05, -0.28, -0.07, -0.09, -0.05, -0.22, 0.17, -0.50, 0.07, -0.03, -0.14, -0.15, -0.11, -0.20, -0.48, 0.07, 0.10, -0.17, -0.52, -0.14, -0.19, -0.41, 1.05, 0.01, 0.08, 0.08, 0.08, 0.11, 0.11, 0.11, 0.12, 0.12, 0.13, 0.11, 0.11, 0.12, 0.12, 0.16, 0.13, 0.11, 0.13, 0.11, 0.11, 0.07, 0.10], "de_lowest_kj_mol": 9.3, "homo_energy_ev": -8.2, "smiles": "Cc1cccc(NC(=O)N2CCC[C@H]2C(=O)NCc2cccs2)c1"}

=====

What is the formula in the third record? C18H21N3O2S